1.
The following is a DFT calculation (wB97M-V/def2-TZVPD) of C5H6N2O2 in the gas phase.

Each line ends with the natural charge from an NBO analysis.
Atoms and positions in Å:
H 1.75880 -1.81436 1.88180  0.359
N 0.90460 -1.37844 2.26509  -0.537
C 0.35555 -0.64459 1.36409  0.195
C -0.85364 0.20477 1.51384  -0.572
C -0.96417 0.79960 0.13064  0.699
O -1.80923 1.60896 -0.20871  -0.539
N -0.08831 0.09861 -0.77233  -0.444
C 0.01827 0.35818 -2.18686  -0.426
C 0.93836 -0.37563 -0.02418  0.606
O 2.03797 -0.77436 -0.35242  -0.561
H -1.72913 -0.40014 1.75682  0.270
H -0.68937 0.98850 2.25675  0.268
H 0.33452 1.39387 -2.34523  0.216
H -0.97115 0.24497 -2.63923  0.227
H 0.75692 -0.30992 -2.64006  0.239

## Properties
* electronic energy: -12357.5481 eV
* LUMO level: 0.07 eV
* energy above the lowest of the compared OMol25 structures with the same formula, charge and spin: 1.7 kcal/mol
* E_HOMO: -10.332 eV
* F_max: 3.118 eV/A
* HOMO-LUMO gap: 10.40 eV

2.
The following is a DFT calculation (wB97M-V/def2-TZVPD) of a 2-piece molecular cluster, C5H6N2O2S overall.

Each line ends with the natural charge from an NBO analysis.
Atoms and positions in Å:
C 1.68251 -0.94925 2.12779  0.242
C 0.02226 -1.35583 -0.35625  0.564
C 2.89568 0.19187 -1.15789  -0.617
C 1.39957 0.08091 -1.62652  -0.053
C 0.59279 -1.29209 2.94976  -0.624
N 2.50357 -0.83452 1.30099  -0.309
N -0.56014 -2.30111 -0.20998  -0.440
O -0.60464 -1.49295 5.24536  -0.834
O 0.56504 -0.24371 -0.57545  -0.486
S 0.33575 -0.64123 4.48457  1.221
H 3.25132 -0.89155 -0.96152  0.227
H 3.48448 0.76465 -1.78154  0.211
H 2.72704 0.72886 -0.16981  0.232
H 1.20169 -0.64568 -2.45850  0.183
H 1.16683 1.06693 -1.96763  0.188
H -0.07225 -2.01155 2.50011  0.295

## Properties
* electronic energy: -23188.3888 eV
* LUMO level (spin up / spin down): -1.85 / -1.85 eV
* energy above the lowest of the compared OMol25 structures with the same formula, charge and spin: 122.4 kcal/mol
* E_HOMO (spin up / spin down): -10.037 / -10.038 eV
* F_max: 4.814 eV/A
* HOMO-LUMO gap (spin up / spin down): 8.19 / 8.19 eV

3.
The following is a DFT calculation (wB97M-V/def2-TZVPD) of C5H6N2O3 in the gas phase.

Each line ends with the natural charge from an NBO analysis.
Atoms and positions in Å:
N -3.24374 -0.54510 -0.37358  -0.822
C -2.70529 0.61480 0.03680  0.578
O -3.25189 1.61478 -0.46964  -0.571
C -1.25611 0.60707 0.21715  -0.097
C -0.06465 0.63428 0.42755  0.031
C 1.38241 0.64874 0.69208  -0.062
O 1.93266 1.91973 0.53564  -0.683
C 2.11507 -0.33488 -0.25637  0.663
N 1.86695 -1.63345 -0.08549  -0.805
O 2.87710 0.13235 -1.09188  -0.613
H -3.10476 -1.35741 0.21385  0.405
H -3.96234 -0.23209 -1.14409  0.447
H 1.54213 0.29271 1.72551  0.214
H 2.35047 1.92112 -0.34324  0.498
H 2.36722 -2.31877 -0.63565  0.413
H 1.15477 -1.96387 0.55137  0.404

## Properties
* electronic energy: -14402.6601 eV
* LUMO level: 0.16 eV
* energy above the lowest of the compared OMol25 structures with the same formula, charge and spin: 51.9 kcal/mol
* E_HOMO: -9.981 eV
* F_max: 5.229 eV/A
* HOMO-LUMO gap: 10.14 eV

4.
The following is a DFT calculation (wB97M-V/def2-TZVPD) of C5H6N2O3 in the gas phase.

Each line ends with the natural charge from an NBO analysis.
Atoms and positions in Å:
C -2.52180 -0.24984 0.70492  -0.650
C -1.72631 -0.20841 -0.62982  -0.093
O -0.33173 -0.47356 -0.30119  -0.394
C 0.37358 0.59878 -0.29295  0.375
C 2.05169 0.28662 -0.00570  -0.175
C 2.90140 1.37329 0.07120  0.202
N 3.53425 2.32714 0.22811  -0.298
N 2.55577 -1.04666 -0.02855  0.498
O 3.69324 -1.21319 0.38484  -0.375
O 1.75939 -1.91062 -0.39538  -0.407
H -3.54133 -0.69927 0.35132  0.223
H -2.17228 -0.86839 1.44873  0.234
H -2.82211 0.76272 1.20887  0.225
H -1.76990 0.84381 -1.10594  0.201
H -2.07250 -1.13007 -1.27432  0.233
H 0.08864 1.60768 -0.36412  0.200

## Properties
* electronic energy: -14397.5980 eV
* LUMO level (spin up / spin down): -1.36 / -1.35 eV
* energy above the lowest of the compared OMol25 structures with the same formula, charge and spin: 168.7 kcal/mol
* E_HOMO (spin up / spin down): -9.022 / -9.023 eV
* F_max: 10.185 eV/A
* HOMO-LUMO gap (spin up / spin down): 7.67 / 7.67 eV

5.
The following is a DFT calculation (wB97M-V/def2-TZVPD) of C5H6N2O4S in the gas phase.

Each line ends with the natural charge from an NBO analysis.
Atoms and positions in Å:
C 1.23090 2.46929 -0.58279  -0.820
S 1.87752 0.74306 -0.48374  2.008
O 2.55063 0.56252 -1.78204  -0.900
O 2.77570 0.53278 0.75213  -0.884
C 0.28607 -0.27557 -0.29557  0.052
C -0.47399 0.03273 0.89142  -0.360
C -1.59198 -0.66944 1.17036  0.524
O -2.24970 -0.25621 2.28771  -0.630
N -1.94293 -1.65878 0.37074  -0.520
C -1.19503 -1.94170 -0.73445  0.691
O -1.29089 -3.10393 -1.32111  -0.625
N -0.09789 -1.30224 -1.08800  -0.517
H 0.61522 2.65675 0.27939  0.232
H 0.66331 2.69329 -1.51348  0.258
H 2.09235 3.06339 -0.44620  0.254
H -0.13000 0.71690 1.61975  0.241
H -2.72433 -1.01178 2.51490  0.488
H -0.39496 -3.25107 -1.63900  0.509

## Properties
* electronic energy: -27285.7810 eV
* LUMO level: -0.41 eV
* energy above the lowest of the compared OMol25 structures with the same formula, charge and spin: 17.7 kcal/mol
* E_HOMO: -10.147 eV
* F_max: 5.131 eV/A
* HOMO-LUMO gap: 9.73 eV

6.
The following is a DFT calculation (wB97M-V/def2-TZVPD) of C5H6N2S in the gas phase.

Each line ends with the natural charge from an NBO analysis.
Atoms and positions in Å:
C -1.67433 1.75794 0.21129  -0.285
C 0.71627 1.62225 -0.44487  0.264
C -1.06116 -0.81759 0.07635  -0.097
C -0.45017 -3.18949 -0.33322  -0.207
C 2.00023 1.31110 0.23320  -0.695
N -0.38604 1.81534 0.01982  -0.310
N -0.94410 -2.04734 -0.01768  -0.313
S -2.45289 0.08261 0.17464  0.338
H -2.15270 2.75424 -0.00454  0.234
H -0.16861 -3.34449 -1.36882  0.177
H -0.12454 -3.95798 0.32507  0.190
H 2.20098 0.28471 0.17066  0.254
H 2.69977 1.96698 -0.24271  0.233
H 1.79730 1.76172 1.20081  0.217

## Properties
* electronic energy: -19092.0463 eV
* LUMO level: 0.62 eV
* energy above the lowest of the compared OMol25 structures with the same formula, charge and spin: 137.5 kcal/mol
* E_HOMO: -7.223 eV
* F_max: 3.574 eV/A
* HOMO-LUMO gap: 7.84 eV

7.
The following is a DFT calculation (wB97M-V/def2-TZVPD) of C5H6N2S in the gas phase.

Each line ends with the natural charge from an NBO analysis.
Atoms and positions in Å:
S -2.23091 -0.30089 1.65643  0.034
C -0.58998 -0.21764 1.64617  -0.255
C 0.17084 -0.01673 0.32829  -0.153
C 1.52510 -0.04588 0.40676  -0.102
C 2.27391 0.04894 -0.89835  -0.280
N 1.31812 -0.09555 -2.01570  -0.457
N 0.07908 0.48435 -1.99318  -0.174
C -0.48204 0.50564 -0.90416  -0.005
H -0.06453 -0.52925 2.51781  0.202
H 2.14961 -0.32635 1.31617  0.221
H 3.15900 -0.58960 -0.96827  0.225
H 2.77499 1.11640 -1.05637  0.167
H 1.92684 -0.02763 -2.92302  0.377
H -1.41869 0.80305 -0.79923  0.201

## Properties
* electronic energy: -19094.3839 eV
* LUMO level: -0.77 eV
* energy above the lowest of the compared OMol25 structures with the same formula, charge and spin: 83.6 kcal/mol
* E_HOMO: -8.403 eV
* F_max: 4.892 eV/A
* HOMO-LUMO gap: 7.63 eV

8.
The following is a DFT calculation (wB97M-V/def2-TZVPD) of an isolated ion of composition C5H6N3O and charge +1.

Each line ends with the natural charge from an NBO analysis.
Atoms and positions in Å:
C 1.64111 -1.64055 0.07357  0.560
C -0.16584 -0.28148 -0.19410  0.343
C 2.00630 0.55607 -0.05230  0.547
C -1.34574 0.29345 -0.20886  -0.309
C -2.63030 -0.39646 0.00749  0.079
N 2.47587 -0.64415 0.10402  -0.540
N -3.64201 0.33001 0.12853  -0.532
N 2.49397 1.73302 0.01864  -0.698
O 0.34247 -1.49037 -0.05465  -0.406
H 1.99728 -2.65886 0.14529  0.238
H -1.43429 1.35809 -0.37050  0.279
H -2.58456 -1.48991 0.04650  0.175
H -4.54647 -0.11027 0.27339  0.373
H 1.92701 2.54534 -0.19949  0.450
H 3.46519 1.89609 0.28248  0.441

## Properties
* electronic energy: -11788.6007 eV
* net charge: +1
* LUMO level: -5.50 eV
* energy above the lowest of the compared OMol25 structures with the same formula, charge and spin: 75.2 kcal/mol
* E_HOMO: -13.564 eV
* F_max: 5.105 eV/A
* HOMO-LUMO gap: 8.07 eV

9.
The following is a DFT calculation (wB97M-V/def2-TZVPD) of an isolated ion of composition C5H6N3O4 and charge -1.

Each line ends with the natural charge from an NBO analysis.
Atoms and positions in Å:
C -1.38565 -2.34727 0.25251  -0.447
N -0.48839 -1.27366 0.32984  -0.335
C 0.50784 -1.11746 -0.40200  0.075
C 1.26789 0.22193 -0.22033  0.107
C 0.46978 1.33595 -0.80547  -0.319
N -0.91365 1.09876 -0.47061  -0.415
N -1.43768 1.89660 0.34053  0.582
O -0.75805 2.82532 0.87497  -0.621
O -2.61383 1.76256 0.72711  -0.557
O 2.70634 0.17552 -0.62102  -0.493
C 2.43700 0.46136 0.63924  0.795
O 2.99276 0.78838 1.63360  -0.551
H -1.51904 -3.06020 -0.67299  0.158
H -1.04598 -2.84987 1.22841  0.211
H -2.45354 -1.92620 0.42179  0.223
H 0.86539 -1.74707 -1.13346  0.146
H 0.78729 2.31393 -0.27510  0.248
H 0.58151 1.44140 -1.84703  0.193

## Properties
* electronic energy: -17937.6340 eV
* net charge: -1
* LUMO level: 3.47 eV
* energy above the lowest of the compared OMol25 structures with the same formula, charge and spin: 114.1 kcal/mol
* E_HOMO: -4.397 eV
* F_max: 3.998 eV/A
* HOMO-LUMO gap: 7.87 eV

10.
The following is a DFT calculation (wB97M-V/def2-TZVPD) of C5H6N4O in the gas phase.

Each line ends with the natural charge from an NBO analysis.
Atoms and positions in Å:
O 0.94559 -2.58150 -2.09386  -0.546
C 0.95993 -1.74351 -1.23642  0.695
C 0.48384 -1.63656 0.23235  -0.521
C 1.00259 -0.19302 0.15673  0.119
N -0.02460 0.78781 0.29243  -0.227
C -1.40029 0.68129 0.28023  -0.071
C -1.78654 1.92423 0.73499  -0.121
N -0.66564 2.67610 1.03838  -0.205
N 0.36028 2.00787 0.83952  -0.026
N 1.41966 -0.40897 -1.25316  -0.628
H -0.58024 -1.64368 0.18576  0.227
H 0.83297 -2.24671 1.04996  0.244
H 1.88828 0.02756 0.81955  0.229
H -1.95465 -0.07487 -0.09426  0.223
H -2.72811 2.17737 1.00067  0.208
H 1.24692 0.24660 -1.95288  0.402

## Properties
* electronic energy: -13288.1700 eV
* LUMO level: 0.65 eV
* energy above the lowest of the compared OMol25 structures with the same formula, charge and spin: 58.7 kcal/mol
* E_HOMO: -10.083 eV
* F_max: 5.103 eV/A
* HOMO-LUMO gap: 10.73 eV

11.
The following is a DFT calculation (wB97M-V/def2-TZVPD) of an isolated ion of composition C5H6N5O2 and charge +1.

Each line ends with the natural charge from an NBO analysis.
Atoms and positions in Å:
C 1.88443 2.00286 -0.37362  0.209
C -2.29069 -0.13515 0.43588  0.368
C 1.21145 -0.27497 -0.51864  0.328
C -1.54509 -1.17962 1.03383  0.462
C 0.85131 1.02232 -0.12303  -0.075
N 2.88266 2.59425 -0.44577  -0.237
N -3.52419 0.01890 0.51335  -0.440
N 0.39021 -1.33395 -0.31290  -0.298
N -0.36209 1.37492 0.36968  -0.318
N 2.34630 -0.68713 -1.14703  -0.804
O -1.52025 0.89605 -0.15483  -0.337
O -0.35713 -1.61992 0.85846  -0.180
H -1.85430 -1.70975 1.85759  0.236
H -4.04391 0.81626 0.21250  0.418
H 0.68498 -2.28057 -0.45540  0.408
H -0.35021 2.26957 0.83643  0.411
H 3.18030 -0.18702 -0.94258  0.432
H 2.41621 -1.58704 -1.64392  0.417

## Properties
* electronic energy: -16812.5345 eV
* net charge: +1
* LUMO level (spin up / spin down): -7.29 / -7.28 eV
* energy above the lowest of the compared OMol25 structures with the same formula, charge and spin: 184.1 kcal/mol
* E_HOMO (spin up / spin down): -11.898 / -11.906 eV
* F_max: 4.176 eV/A
* HOMO-LUMO gap (spin up / spin down): 4.61 / 4.63 eV

12.
The following is a DFT calculation (wB97M-V/def2-TZVPD) of an isolated ion of composition C5H6NO and charge +1.

Each line ends with the natural charge from an NBO analysis.
Atoms and positions in Å:
C 1.08988 -1.38048 1.13674  -0.229
C 0.58684 -0.35385 0.48980  -0.023
C 1.08714 1.14613 0.50722  0.395
O 0.42493 2.20052 0.43862  -0.469
N -0.52333 -0.30017 -0.33497  -0.220
C -1.54804 -0.73441 -0.97405  0.273
C -1.28978 0.71187 -1.14126  -0.211
H 0.50762 -2.33459 1.14035  0.249
H 2.11460 -1.25151 1.63043  0.273
H 2.22392 1.27469 0.69456  0.166
H -2.07369 -1.64714 -1.07331  0.266
H -0.79454 1.27155 -2.09037  0.274
H -1.80554 1.39738 -0.42377  0.256

## Properties
* electronic energy: -8807.9626 eV
* net charge: +1
* LUMO level: -6.05 eV
* energy above the lowest of the compared OMol25 structures with the same formula, charge and spin: 115.0 kcal/mol
* E_HOMO: -14.728 eV
* F_max: 4.473 eV/A
* HOMO-LUMO gap: 8.68 eV